(1)
C35H39F4N4O2SSbW | ωB97M-V/def2-TZVPD

Structure (XYZ):
```
87
Properties=species:S:1:pos:R:3:forces:R:3
W 0.153 0.648 0.454 -0.6 -5.3 6.5
C 5.732 3.474 -0.061 0.0 -0.1 0.2
C 5.049 3.005 1.217 0.3 0.8 -0.3
N 4.502 1.661 1.137 -1.1 0.2 -0.6
C 5.375 0.519 1.320 0.3 -0.7 0.0
C 5.625 -0.200 -0.003 0.0 0.1 0.1
C 3.246 1.497 0.735 0.5 -2.2 1.1
S 2.409 -0.032 1.172 -0.1 0.6 -0.2
N 2.580 2.461 0.176 -2.7 1.2 -0.9
C 1.364 2.402 -0.377 4.0 2.3 -1.0
O 0.900 1.287 -1.039 1.8 2.9 -3.4
C 0.616 3.631 -0.531 -0.5 0.2 -0.3
C -0.758 3.607 -0.829 0.0 -0.2 -0.4
C -1.471 4.785 -0.930 -0.1 -0.2 0.0
C -0.824 6.003 -0.785 0.1 -0.1 0.0
C 0.533 6.037 -0.497 0.1 0.1 0.1
C 1.247 4.870 -0.342 0.0 -0.4 0.0
H 6.054 4.503 0.073 0.1 0.1 -0.1
H 5.043 3.427 -0.902 0.0 0.0 -0.1
H 6.609 2.871 -0.283 0.1 0.0 -0.1
H 4.221 3.675 1.453 0.1 -0.1 0.1
H 5.760 3.017 2.047 -0.2 -0.1 0.0
H 4.923 -0.172 2.037 0.1 0.1 0.1
H 6.315 0.880 1.733 -0.1 0.0 0.1
H 4.689 -0.572 -0.418 0.0 -0.1 0.0
H 6.293 -1.042 0.157 0.0 -0.1 0.0
H 6.080 0.473 -0.725 0.1 0.0 -0.1
H -1.286 2.667 -1.024 0.3 0.5 0.0
H -2.531 4.756 -1.135 -0.1 0.0 0.0
H -1.375 6.922 -0.902 -0.1 0.1 0.0
H 1.037 6.982 -0.389 0.1 0.2 0.0
H 2.298 4.878 -0.102 0.1 0.1 0.0
F -8.139 1.165 -0.101 -0.1 0.1 0.0
C -6.823 1.033 -0.181 0.5 0.0 -0.1
C -6.192 0.114 0.648 -0.2 0.1 0.0
C -4.833 -0.075 0.519 0.1 -0.1 0.0
C -4.112 0.665 -0.414 0.9 -0.1 0.2
C -4.751 1.618 -1.204 0.3 -0.1 0.0
C -6.115 1.802 -1.095 -0.4 -0.1 0.1
Sb -2.069 0.119 -0.865 -2.7 -1.7 -0.7
C -2.449 -2.026 -0.827 0.3 0.8 -0.2
C -2.803 -2.630 -2.029 0.1 0.3 0.2
C -2.984 -3.999 -2.095 -0.1 -0.3 0.0
C -2.823 -4.751 -0.943 0.1 0.5 0.0
F -2.937 -6.076 -1.006 -0.1 -0.1 0.0
C -2.501 -4.160 0.270 -0.2 -0.2 -0.1
C -2.306 -2.791 0.324 0.0 0.2 0.2
C -1.038 -0.226 2.113 0.4 0.2 0.2
C -0.162 -0.829 3.045 -0.3 -0.4 -0.1
C -0.331 -0.695 4.416 -0.1 0.1 0.0
C -1.383 0.067 4.895 0.1 -0.2 -0.4
F -1.528 0.230 6.204 0.0 0.0 0.1
C -2.288 0.658 4.030 0.0 0.0 -0.1
C -2.105 0.518 2.665 0.0 -0.3 -0.3
H -6.769 -0.449 1.364 -0.1 -0.1 0.0
H -4.337 -0.809 1.141 -0.1 0.0 0.0
H -4.191 2.186 -1.933 0.0 0.1 -0.1
H -6.644 2.512 -1.711 0.0 0.1 -0.1
H -2.962 -2.013 -2.903 0.0 -0.1 -0.2
H -3.250 -4.488 -3.018 -0.1 -0.1 -0.1
H -2.409 -4.776 1.151 0.0 -0.1 0.1
H -2.051 -2.325 1.273 0.0 -0.1 -0.2
H 0.665 -1.459 2.721 -0.1 0.2 0.0
H 0.353 -1.164 5.105 0.0 0.0 0.1
H -3.097 1.252 4.421 -0.1 0.0 0.1
H -2.821 1.027 2.018 0.2 0.0 0.1
F -0.058 2.029 1.623 -0.4 1.1 0.0
C 0.488 -4.832 -1.018 0.0 -0.2 -0.2
N 0.862 -3.513 -0.538 0.1 0.3 0.0
C 1.237 -3.511 0.864 0.2 0.2 0.3
C 0.715 -2.344 -1.181 -0.4 1.0 0.8
O 0.435 -1.280 -0.464 0.1 -0.4 -0.6
N 0.869 -2.213 -2.498 -0.1 0.2 0.2
C 0.560 -0.951 -3.150 -0.2 0.5 0.2
C 1.397 -3.206 -3.412 0.3 -0.3 -0.2
H -0.039 -5.326 -0.203 -0.1 0.0 -0.1
H 1.363 -5.436 -1.259 0.0 0.0 -0.1
H -0.186 -4.774 -1.869 0.0 0.0 0.0
H 1.968 -4.305 1.021 0.0 0.0 0.0
H 0.374 -3.693 1.510 0.0 0.1 0.0
H 1.710 -2.564 1.127 -0.1 -0.3 0.0
H 0.857 -0.101 -2.526 -0.2 -0.4 -0.4
H -0.510 -0.888 -3.384 0.1 0.0 0.0
H 1.119 -0.889 -4.081 0.0 -0.1 0.0
H 1.613 -4.148 -2.930 0.0 0.0 0.0
H 2.325 -2.835 -3.849 0.0 0.0 0.0
H 0.681 -3.367 -4.218 0.0 -0.1 0.0
```
Forces are in eV/Å.

Relative energy (zero: lowest compared OMol25 entry of this formula, charge and spin)   425.1 kJ/mol
Largest force on an atom   8.4 eV Å⁻¹
Net charge   +2
Lowest unoccupied orbital energy (spin up / spin down)   -7.94 / -8.06 eV
Gap between HOMO and LUMO (spin up / spin down)   5.239 / 5.309 eV
HOMO (spin up / spin down)   -13.180 / -13.367 eV



(2)
C35H39GeN6O5RhS3 | ωB97M-V/def2-TZVPD

Structure (XYZ):
```
90
Properties=species:S:1:pos:R:3:forces:R:3
Rh -0.467 0.217 -0.589 -1.2 0.2 3.1
C -3.534 -3.894 0.722 0.1 0.2 0.2
S -3.873 -2.446 1.763 0.2 0.1 -0.2
C -2.650 -1.330 1.242 1.1 0.8 -1.0
S -1.215 -1.856 0.384 0.2 -0.1 -0.8
N -2.827 -0.076 1.518 -2.7 -0.5 2.2
N -1.973 0.815 1.137 2.4 2.0 -2.1
C -1.958 2.069 1.564 -1.3 -3.4 0.3
C -1.029 2.948 0.982 1.9 1.5 -1.2
C -0.910 4.304 1.370 -0.4 -1.4 0.0
C 0.018 5.101 0.755 0.7 0.0 -0.7
C 0.821 4.563 -0.259 -0.4 0.3 0.5
C 0.652 3.234 -0.599 0.2 0.4 -0.1
N -0.222 2.442 0.000 -0.3 -0.3 -0.3
H -4.451 -4.475 0.735 -0.1 -0.1 0.1
H -2.712 -4.477 1.128 0.0 0.0 -0.1
H -3.319 -3.571 -0.292 0.0 -0.1 0.0
H -2.624 2.381 2.358 -0.1 0.0 0.0
H -1.548 4.679 2.154 -0.1 0.0 0.1
H 0.131 6.135 1.039 0.0 0.1 0.0
H 1.550 5.168 -0.771 0.1 0.0 -0.1
H 1.241 2.798 -1.397 0.0 -0.1 0.0
C 0.207 -4.013 -4.857 0.0 0.0 0.0
C -0.533 -3.283 -3.941 -0.1 0.1 0.0
C 0.067 -2.813 -2.787 -0.1 0.1 0.3
C 1.410 -3.056 -2.532 0.5 0.2 0.8
C 2.140 -3.809 -3.447 0.2 0.0 0.1
C 1.541 -4.284 -4.603 0.0 0.0 -0.1
Ge 2.291 -2.452 -0.844 0.0 0.7 0.1
C 4.251 -2.157 -1.053 -1.1 -0.4 0.1
C 4.720 -1.480 -2.172 -0.1 0.0 0.0
C 6.074 -1.237 -2.318 0.0 0.1 -0.1
C 6.965 -1.675 -1.352 0.0 0.0 0.0
C 6.505 -2.366 -0.243 0.1 0.0 0.0
C 5.148 -2.604 -0.092 -0.1 -0.1 0.1
C 1.730 -3.543 0.706 0.4 0.5 -0.9
C 1.985 -3.169 2.019 0.1 0.1 0.0
C 1.681 -4.039 3.052 0.0 0.0 0.1
C 1.128 -5.279 2.776 0.0 -0.1 0.0
C 0.847 -5.643 1.468 -0.1 -0.1 0.1
C 1.147 -4.774 0.436 0.1 0.1 -0.2
H -0.258 -4.379 -5.760 0.0 -0.1 -0.1
H -1.579 -3.085 -4.127 -0.1 0.0 0.0
H -0.504 -2.231 -2.074 -0.1 -0.1 -0.1
H 3.181 -4.030 -3.253 0.1 0.0 0.0
H 2.108 -4.870 -5.311 0.1 0.0 0.0
H 4.023 -1.143 -2.930 0.0 0.0 -0.1
H 6.432 -0.708 -3.188 0.1 0.1 -0.1
H 8.020 -1.479 -1.466 0.1 0.0 0.0
H 7.206 -2.727 0.495 0.0 0.0 0.1
H 4.780 -3.138 0.775 0.1 -0.1 0.1
H 2.417 -2.201 2.237 0.0 0.0 0.1
H 1.883 -3.765 4.078 0.0 0.1 0.1
H 0.928 -5.972 3.579 -0.1 0.0 0.1
H 0.406 -6.605 1.254 0.0 -0.1 0.0
H 0.943 -5.046 -0.592 -0.1 -0.1 0.0
C 2.547 0.210 0.277 0.1 0.0 0.2
O 1.704 -0.642 -0.481 -0.3 -1.1 -0.8
H 2.778 1.106 -0.308 0.0 0.0 0.1
H 3.487 -0.291 0.525 0.0 0.1 0.0
H 2.051 0.497 1.211 0.0 0.0 -0.1
C 0.118 4.445 -7.692 -0.1 0.2 0.0
C 1.319 3.534 -7.624 -0.4 -0.6 0.5
S 1.019 2.227 -6.402 0.1 -0.3 -0.2
O 0.583 2.786 -5.145 -0.3 0.4 0.0
O 2.180 1.371 -6.329 0.1 -0.1 -0.6
C -0.366 1.223 -7.065 0.5 0.6 0.2
C -0.481 -0.076 -6.282 0.4 -0.1 -0.6
N -0.968 0.139 -4.940 -0.3 0.0 0.3
C -0.229 0.140 -3.816 -0.1 -0.1 0.0
N -0.996 0.356 -2.751 0.1 0.0 0.5
C -2.269 0.513 -3.189 -0.1 0.0 -0.8
C -2.274 0.387 -4.559 0.5 0.0 1.3
N -3.388 0.482 -5.413 -0.8 0.1 -0.2
O -3.206 0.414 -6.624 -0.1 0.0 0.3
O -4.468 0.633 -4.866 0.4 0.0 -0.4
C 1.227 -0.079 -3.785 0.2 0.2 -0.1
H 0.317 5.287 -8.349 0.0 0.0 0.0
H -0.106 4.818 -6.696 -0.1 0.1 0.0
H -0.752 3.917 -8.072 -0.1 0.0 -0.1
H 2.212 4.055 -7.289 0.1 -0.1 0.2
H 1.531 3.022 -8.558 0.1 -0.1 -0.1
H -0.141 1.018 -8.107 0.0 0.0 -0.2
H -1.270 1.818 -6.980 -0.1 0.0 -0.1
H 0.510 -0.531 -6.226 -0.2 -0.1 0.1
H -1.171 -0.754 -6.793 0.3 0.2 0.1
H -3.105 0.701 -2.540 0.0 0.0 0.0
H 1.486 -1.028 -4.251 0.0 -0.1 0.0
H 1.566 -0.082 -2.752 0.0 0.0 0.0
H 1.731 0.708 -4.342 0.1 -0.1 0.2
```
Forces are in eV/Å.

Relative energy (zero: lowest compared OMol25 entry of this formula, charge and spin)   217.8 kJ/mol
Largest force on an atom   3.8 eV Å⁻¹
Multiplicity   2
⟨S²⟩   0.840
Net charge   +1
Lowest unoccupied orbital energy (spin up / spin down)   -3.79 / -3.81 eV
Gap between HOMO and LUMO (spin up / spin down)   6.588 / 6.683 eV
HOMO (spin up / spin down)   -10.383 / -10.494 eV